The following is a quantum chemistry calculation of a structure of composition C24H66F2HgN3O20S2 at a distorted geometry, from OMol25.

Geometry as XYZ:
```
118
Properties=species:S:1:pos:R:3:forces:R:3
Hg -14.1546 31.5257 -23.7986 -0.904 -0.618 0.925
N -14.4110 30.5190 -21.8341 0.652 -1.992 0.375
S -14.7571 30.9708 -20.3410 -2.737 5.221 3.745
O -13.8412 30.7741 -19.2683 0.085 -0.563 -1.467
O -16.1624 30.8286 -20.0385 1.438 -0.500 -0.810
F -14.6257 32.5610 -20.6419 0.108 -0.930 -0.361
S -14.1576 28.8750 -21.5345 1.360 -3.323 -3.138
O -15.3507 28.0717 -21.4905 1.039 1.741 0.808
O -12.9720 28.6244 -20.7750 -2.188 0.296 -1.349
F -13.6490 28.5953 -23.0239 -0.184 0.616 0.027
C -17.5109 34.3263 -21.0850 -0.055 0.771 -0.361
C -16.3573 35.2351 -21.5708 1.086 -0.686 0.678
O -15.9386 35.9982 -20.4611 -0.345 0.503 0.552
O -18.5045 35.1344 -20.3934 1.304 -0.564 -1.409
H -17.1592 33.5420 -20.4157 0.118 0.144 0.113
H -17.9547 33.8594 -21.9692 -0.133 -0.075 0.002
H -16.5535 35.8868 -22.4283 -0.594 -0.190 -0.015
H -15.4706 34.6303 -21.8132 -0.417 -0.444 -0.543
H -15.3295 36.6931 -20.7244 -0.008 -0.011 -0.089
H -18.1843 35.9931 -20.6890 -0.772 0.625 0.821
C -17.3437 25.9572 -18.0154 0.044 -1.020 -0.315
C -17.3127 25.7839 -19.5179 0.260 0.917 -1.902
O -16.4670 24.7874 -20.0728 -0.118 0.015 1.008
O -15.9847 25.9766 -17.5912 0.459 0.531 0.409
H -17.8752 25.1356 -17.5316 -0.038 0.095 0.086
H -17.8078 26.9127 -17.7719 -0.095 -0.057 0.084
H -16.9195 26.7180 -19.9451 -0.185 0.361 0.331
H -18.2771 25.6765 -20.0186 -0.281 -0.183 0.607
H -15.5695 25.0886 -19.8327 0.061 -0.567 -0.192
H -15.7403 25.2412 -17.0270 -0.319 -0.170 -0.046
C -12.6993 25.3154 -20.6520 -0.816 -0.673 0.987
C -13.2866 24.7277 -21.9231 0.196 -0.017 0.872
O -14.2158 25.5890 -22.5287 0.150 0.554 -0.730
O -13.7885 25.3886 -19.7174 -0.076 -0.226 -0.161
H -12.2573 26.3077 -20.7377 0.146 -0.088 -0.435
H -11.9735 24.6082 -20.2421 0.274 0.097 -0.176
H -13.8181 23.7961 -21.7093 0.297 -0.129 0.320
H -12.4357 24.4832 -22.5631 -0.303 0.285 -0.525
H -14.7315 26.0683 -21.8728 -0.058 -0.474 0.369
H -13.6378 26.0167 -18.9955 0.132 0.394 -0.340
C -20.0682 32.0669 -19.5932 -0.608 0.290 -1.300
C -19.4954 30.6468 -19.4608 -0.203 1.316 -0.033
O -20.0811 29.9979 -18.3465 0.389 -0.365 -0.272
O -19.4552 33.0785 -18.8660 0.698 -0.150 1.249
H -21.1293 32.0276 -19.3214 0.032 -0.281 0.235
H -20.1235 32.3381 -20.6598 0.349 -0.031 -0.111
H -18.4021 30.6465 -19.4101 -0.067 0.125 0.135
H -19.7599 30.1853 -20.4139 -0.311 -0.718 0.354
H -19.6781 30.4066 -17.5730 -0.123 -0.087 0.124
H -19.1539 33.8509 -19.3621 -0.383 -0.194 -0.100
C -17.4734 31.0668 -23.0096 -1.710 -0.935 0.900
C -17.7148 29.6847 -23.6262 0.863 0.384 0.793
O -18.0523 29.7489 -24.9990 -0.073 0.171 0.468
O -16.5776 31.8481 -23.7886 1.326 0.608 -0.531
H -17.1789 30.9825 -21.9620 0.738 -0.054 -0.297
H -18.3910 31.6565 -22.8951 -0.119 -0.057 -0.565
H -18.4446 29.1507 -23.0183 -0.521 0.194 -0.422
H -16.8112 29.0944 -23.4251 0.196 -0.051 -0.467
H -17.2435 29.9236 -25.4885 -0.061 -0.291 -0.171
H -17.0440 32.0785 -24.6054 0.102 0.012 -0.032
C -13.0198 27.9190 -17.2605 0.511 -0.590 -1.060
C -12.0061 29.0282 -17.5864 -0.052 -0.541 0.577
O -11.4683 28.9012 -18.8791 0.191 0.103 0.423
O -14.0115 27.7142 -18.2878 -0.136 0.760 0.673
H -13.4618 27.9937 -16.2667 -0.026 0.298 -0.017
H -12.4255 27.0000 -17.3126 0.206 -0.024 0.511
H -11.1977 28.7979 -16.8886 0.143 0.365 0.038
H -12.3399 30.0516 -17.4004 -0.292 -0.092 0.054
H -12.1765 29.0923 -19.5056 0.496 0.004 0.625
H -14.7831 27.3099 -17.8495 -0.064 0.004 -0.287
C -14.6651 37.4799 -12.4567 1.494 0.167 0.381
O -15.5980 37.3123 -13.4833 -0.392 0.203 0.405
C -15.7560 35.9567 -13.8255 -0.308 0.119 -0.063
C -16.7143 35.8655 -15.0079 -0.807 -0.166 -0.808
N -16.7981 34.5037 -15.6517 1.551 1.338 1.091
C -17.4410 33.5687 -14.7696 -0.717 -0.549 0.559
C -17.5776 32.1734 -15.3248 0.084 -1.518 0.439
O -16.4562 31.2973 -15.0479 -0.259 0.664 -0.219
C -15.3111 31.5135 -15.8418 -0.564 0.658 -0.511
H -13.6501 37.2607 -12.8171 0.009 -0.111 -0.200
H -14.7623 36.8540 -11.5632 -0.688 -0.237 -0.158
H -14.5967 38.5048 -12.0940 -0.563 0.138 -0.328
H -16.2043 35.4006 -12.9945 0.153 0.019 0.186
H -14.7591 35.5318 -14.0015 -0.042 -0.218 -0.384
H -16.5319 36.5995 -15.7938 0.716 -0.069 0.054
H -17.7098 36.1778 -14.6815 -0.081 -0.325 0.255
H -15.8287 34.2182 -15.5134 0.146 0.041 -1.043
H -18.4301 33.9577 -14.5076 -0.042 -0.140 -0.105
H -16.9010 33.4078 -13.8249 -0.090 0.199 0.111
H -17.8283 32.0775 -16.3840 -0.043 0.505 -0.127
H -18.3568 31.6846 -14.7370 -0.217 0.051 -0.194
H -15.4325 31.2153 -16.8927 -0.073 -0.966 0.172
H -14.5087 31.0124 -15.3089 0.308 0.103 -0.422
H -15.1264 32.5748 -16.0445 0.429 0.074 0.812
C -13.3526 26.1726 -25.1918 0.754 -1.230 -0.312
O -12.4847 27.0029 -25.9489 -0.038 0.461 0.212
C -11.7062 26.3795 -26.9694 -1.206 0.346 -0.014
C -10.5824 27.3592 -27.3396 -0.492 -1.689 1.133
N -11.1353 28.6360 -27.7246 1.450 -0.145 -0.375
C -10.0486 29.6044 -27.8566 0.073 -0.073 -0.321
C -10.6178 30.9775 -28.1663 0.229 0.429 0.870
O -11.7104 31.1867 -27.2768 0.162 0.374 0.689
C -12.3640 32.4087 -27.4344 -1.288 -0.339 -1.500
H -13.6906 26.5537 -24.2293 0.207 0.752 -0.625
H -12.7849 25.2814 -24.8914 -0.070 -0.177 -0.099
H -14.2013 25.8107 -25.7759 -0.142 0.149 -0.133
H -12.3105 26.1960 -27.8683 -0.309 0.325 -0.098
H -11.4700 25.3534 -26.6756 0.866 0.192 0.284
H -9.9456 26.8446 -28.0705 -0.007 0.289 -0.361
H -9.9618 27.4662 -26.4481 -0.017 0.355 0.016
H -11.5679 28.5548 -28.6404 -0.325 -0.048 0.108
H -9.2809 29.2836 -28.5774 -0.410 0.222 -0.710
H -9.3803 29.6191 -26.9916 -0.808 0.162 0.654
H -10.9776 31.1421 -29.1850 0.268 -0.269 -0.179
H -9.8522 31.7095 -27.8893 0.090 0.157 -0.557
H -11.8287 33.2763 -27.8273 0.731 -0.094 0.665
H -12.9481 32.6595 -26.5444 0.325 0.122 0.580
H -13.1486 32.2902 -28.1967 -0.120 -0.091 -0.081
```
Positions in Å, forces in eV/Å.

Properties
- Spin multiplicity: 1
- Net charge: +1
- DFT total energy: -3771.901081 a.u.

These are the Mulliken partial charges, in e, on atoms 1 to 2:
1. Hg 1.41
2. N 0.14

The following is a quantum chemistry calculation of a structure of composition C19H46Br3O12P3 at a distorted geometry, from OMol25.

Geometry as XYZ:
```
83
Properties=species:S:1:pos:R:3:forces:R:3
C -2.6533 -1.2796 0.5856 -1.463 -1.944 -0.175
C -2.1236 -2.6741 -0.0392 -1.655 3.282 1.089
O -0.7797 -2.3608 -0.2992 1.817 -0.495 -0.635
P -0.3290 -1.8486 -1.7621 1.047 -0.222 -0.106
O -1.4450 -1.2358 -2.5131 0.953 -0.463 0.454
O 0.3836 -3.1923 -2.4133 -0.941 1.828 1.137
C -0.3206 -4.4386 -2.4102 -0.587 -0.862 -0.244
C 0.2125 -5.4961 -1.5130 1.527 -0.736 1.798
O 1.0145 -0.9023 -1.5134 -3.268 -1.584 0.770
C 0.8281 0.4959 -1.2787 0.514 1.907 -1.395
C 1.5540 1.1640 -2.4419 -0.798 0.798 -0.786
H -2.7005 -0.4033 -0.0609 0.483 -0.417 -0.109
H -3.6616 -1.4397 0.9675 -0.574 -0.063 -0.462
H -2.2040 -1.0957 1.5615 0.999 0.091 -0.355
H -2.3346 -3.3679 0.7745 1.074 -0.469 -0.128
H -2.5837 -3.0565 -0.9503 -0.483 0.496 0.160
H -1.3622 -4.3020 -2.1194 -0.171 0.200 -0.769
H -0.1733 -4.8952 -3.3889 -0.623 0.711 -0.441
H 1.2992 -5.5501 -1.5775 -1.303 0.475 0.330
H -0.0098 -5.3791 -0.4523 -0.152 0.347 0.094
H -0.0660 -6.5269 -1.7318 -0.742 0.194 -0.564
H -0.2124 0.8086 -1.1912 -0.109 -0.260 -0.208
H 1.4299 0.9170 -0.4733 -1.269 -1.098 -0.088
H 2.6373 1.0542 -2.3922 -0.074 -0.760 -0.087
H 1.0799 0.7916 -3.3499 0.575 -0.130 -0.314
H 1.4796 2.2471 -2.5394 -0.607 0.206 0.609
C 1.6119 -1.6363 1.7829 -0.330 -3.693 -3.209
C 2.0345 -2.8143 0.8612 -1.800 1.607 -0.473
O 2.7517 -2.1956 -0.2376 2.190 -2.087 -1.222
P 3.7278 -3.0544 -1.2516 -0.046 -0.137 0.775
O 5.0456 -3.3911 -0.6169 -1.991 0.499 -1.572
O 2.7925 -4.3895 -1.6754 0.842 2.345 0.507
C 3.2461 -5.7222 -2.0232 0.721 0.988 0.353
C 4.0825 -6.2936 -0.9235 0.769 -0.511 -0.245
O 3.8224 -2.0455 -2.5593 1.046 -1.536 1.656
C 2.7168 -1.7699 -3.3879 -2.718 -0.224 -0.848
C 2.6246 -2.4745 -4.7388 0.897 -0.769 0.216
H 0.7331 -1.8213 2.4006 0.521 -2.051 -0.302
H 2.3472 -1.0856 2.3695 1.045 -2.604 -1.921
H 1.0894 -0.8604 1.2234 0.943 -2.275 -1.042
H 2.4433 -3.6862 1.3719 0.751 0.287 -0.233
H 1.1127 -3.1005 0.3547 0.025 -0.637 0.552
H 2.3908 -6.3795 -2.1800 0.161 0.414 -0.453
H 3.8022 -5.5654 -2.9475 0.115 -0.649 -0.052
H 4.1456 -7.3659 -1.1089 0.681 -0.082 -0.237
H 5.0213 -5.7444 -0.9953 0.274 -0.616 0.556
H 3.7107 -6.2682 0.1008 -0.445 0.653 -0.182
H 1.8268 -2.0847 -2.8431 1.052 0.052 -0.780
H 2.5094 -0.7130 -3.5552 1.109 0.009 0.342
H 1.7572 -2.1933 -5.3361 -0.189 0.358 0.425
H 3.4839 -2.3357 -5.3949 0.211 0.053 0.152
H 2.5155 -3.5404 -4.5384 0.103 -0.227 -0.185
C -3.2733 1.8197 1.1532 0.036 -0.001 -0.084
C -3.7833 3.2453 1.2513 -0.070 -0.643 -0.092
O -2.6870 4.0674 1.6441 -0.839 2.418 0.860
P -3.0063 5.5292 2.3440 1.550 0.452 -1.602
O -3.8235 5.5054 3.5627 0.353 -0.027 -0.459
O -1.4348 6.0340 2.4858 -2.237 -0.451 -1.434
C -0.7156 5.5583 3.5948 -1.351 -0.977 2.816
C -0.8308 4.0202 3.8688 0.925 1.925 0.333
O -3.5906 6.4846 1.1252 1.161 -1.576 1.551
C -3.9301 7.8586 1.2515 -0.747 1.858 -0.130
C -3.0211 8.8077 1.9934 1.435 -0.766 0.838
H -2.5325 1.7518 0.3565 -0.357 -0.225 -0.331
H -2.7506 1.4109 2.0180 -0.041 0.663 0.490
H -4.1313 1.1542 1.0585 0.092 -0.052 -0.669
H -4.1321 3.6351 0.2950 -0.048 -0.315 -0.195
H -4.6453 3.2566 1.9183 0.212 0.438 0.465
H 0.2976 5.9599 3.5746 -0.033 -0.333 -0.338
H -1.2242 5.9750 4.4641 0.310 0.566 0.269
H -0.3748 3.7327 4.8162 0.099 0.521 0.372
H -1.8368 3.6020 3.9015 0.147 0.218 -0.489
H -0.1182 3.5520 3.1897 -2.830 2.142 2.569
H -3.9779 8.2602 0.2393 -0.017 -0.464 -0.240
H -4.9132 8.0777 1.6682 -0.375 -1.050 0.084
H -2.8494 8.5399 3.0359 -0.251 -0.376 0.156
H -2.0216 8.7655 1.5606 0.030 0.465 -0.170
H -3.4127 9.8221 2.0695 -0.105 -0.068 -0.624
C 1.1892 0.7897 1.9257 0.613 0.732 0.005
Br 2.8439 0.6680 0.9109 1.945 1.389 1.384
Br 0.5887 2.5894 2.1414 2.556 -3.881 -2.890
Br 1.3550 -0.2718 3.6430 -1.969 6.312 4.932
H 0.4380 0.2966 1.3087 -0.299 0.904 0.468
```
Positions in Å, forces in eV/Å.

Properties
- Spin multiplicity: 1
- Net charge: 0
- DFT total energy: -10400.408558 a.u.

These are the Mulliken partial charges, in e, on atoms 1 to 2:
1. C -1.21
2. C -0.62

The following is a quantum chemistry calculation of the ion C4H13N2S with charge +1 at a distorted geometry, from OMol25.

Geometry as XYZ:
```
20
Properties=species:S:1:pos:R:3:forces:R:3
N 3.0779 -0.1644 0.7278 -0.119 -0.273 0.143
C 1.6941 -0.6222 0.4399 1.158 1.159 0.351
C 0.9225 0.6200 -0.0472 -0.840 -1.807 -2.591
N 1.7682 1.2205 -1.1750 0.437 1.350 0.634
C -0.4067 0.1431 -0.6959 0.060 0.190 0.880
C -1.2491 -0.4956 0.4086 -1.711 0.230 -0.631
S -3.0921 -0.4220 0.2132 0.405 0.155 -0.559
H 3.7509 -0.6050 0.1168 -0.019 -0.227 -0.083
H 3.4074 -0.3841 1.6591 -0.252 0.162 0.124
H 1.7630 -1.4411 -0.2928 -0.606 0.453 -0.034
H 1.1436 -0.9752 1.3002 0.265 -0.294 0.372
H 0.7358 1.4328 0.6568 0.428 -0.341 0.213
H 1.4872 2.1993 -1.2641 0.040 -0.060 -0.366
H 2.7495 1.2459 -0.8573 -0.052 -0.152 0.322
H 1.7677 0.8016 -2.1064 -0.516 -0.370 0.219
H -0.9453 0.9351 -1.2107 0.057 0.211 0.005
H -0.2111 -0.6676 -1.3940 0.230 0.243 -0.418
H -1.0988 -1.5655 0.2931 0.300 -0.070 1.130
H -1.1510 -0.0197 1.3792 0.834 -0.527 0.202
H -3.1389 0.8880 -0.0778 -0.096 -0.029 0.089
```
Positions in Å, forces in eV/Å.

Properties
- Spin multiplicity: 1
- Net charge: +1
- DFT total energy: -667.640247 a.u.
- SMILES string: NC[C@@H]([NH3+])CCS

These are the Mulliken partial charges, in e, on atoms 1 to 2:
1. N -0.62
2. C -0.63

| no. | lowest unoccupied orbital energy (eV) | HOMO (eV) | orbital gap (eV) |
| --- | --- | --- | --- |
| 1 | -8.884 | -10.5613 | 1.68 |
| 2 | -0.258 | -8.8376 | 8.58 |
| 3 | -3.421 | -12.1841 | 8.76 |